[1]
{
  "formula": "C3H6NO3P",
  "method": "the ωB97M-V functional and the def2-TZVPD basis",
  "elements": ["C", "C", "C", "N", "O", "O", "O", "P", "H", "H", "H", "H", "H", "H"],
  "positions_angstrom": [[1.080, 0.154, 1.469], [0.072, -0.081, -1.705], [-1.222, 0.367, -1.101], [1.931, 0.873, 2.234], [-1.267, -1.930, 0.157], [-0.165, 0.096, 1.620], [-2.826, -0.052, 1.148], [-1.597, -0.421, 0.323], [1.498, -0.276, 0.534], [1.024, 0.447, -1.348], [0.140, -1.066, -1.320], [0.043, -0.013, -2.849], [-1.627, 1.424, -1.240], [2.916, 0.479, 2.077]],
  "forces_ev_per_angstrom": [[1.928, 1.359, -0.069], [0.439, 1.733, -1.103], [-0.818, 2.441, -0.318], [0.214, -2.031, -0.323], [-0.051, 1.816, 0.862], [-0.695, 0.300, 0.560], [1.443, 0.130, -0.770], [-1.352, -2.944, 0.584], [-0.130, -0.518, 0.472], [-0.861, -0.193, -0.578], [0.507, -1.383, -0.383], [0.312, -0.376, 1.158], [0.793, -1.224, 0.221], [-1.729, 0.890, -0.314]],
  "lowdin_charge": [-0.529, -0.316, -0.440, -0.064, -0.491, -0.174, -0.473, 0.348, 0.083, 0.035, 0.001, 0.041, 0.009, -0.030],
  "charge": -2,
  "spin_multiplicity": 1,
  "de_lowest_kj_mol": 133.5,
  "orbital_gap_ev": 5.75,
  "e_lumo_ev": 7.097,
  "energy_ev": -20128.6901,
  "smiles": "[H]/N=C/OP([O-])([O-])=CC"
}

***

[2]
{
  "formula": "C3H6NO3SSe2TcTe2",
  "method": "the ωB97M-V functional and the def2-TZVPD basis",
  "elements": ["Tc", "Se", "Te", "Te", "Se", "C", "C", "N", "H", "H", "H", "C", "S", "O", "O", "O", "H", "H", "H"],
  "positions_angstrom": [[-0.413, 0.064, 0.498], [1.186, 1.324, 1.663], [0.093, 3.536, 2.083], [-2.437, 2.597, 2.556], [-2.060, 0.173, 2.195], [1.299, -4.130, 1.583], [0.751, -2.804, 1.284], [0.318, -1.778, 1.026], [2.091, -4.359, 0.873], [0.508, -4.872, 1.495], [1.699, -4.141, 2.595], [0.112, 2.420, -2.716], [-0.876, 1.274, -1.863], [-2.020, 0.932, -2.630], [-1.145, 1.800, -0.484], [0.011, 0.054, -1.503], [-0.551, 3.211, -3.062], [0.563, 1.902, -3.561], [0.872, 2.799, -2.035]],
  "forces_ev_per_angstrom": [[0.818, 0.279, 0.393], [-0.200, -0.154, -0.063], [-0.626, -0.227, 0.100], [0.615, 0.249, -0.117], [-0.114, -0.159, -0.173], [-0.161, 0.341, -0.075], [0.152, -0.484, 0.013], [0.121, -0.015, 0.029], [0.014, 0.009, -0.007], [-0.011, -0.005, 0.006], [0.003, 0.013, 0.017], [0.257, 0.116, -0.080], [-0.016, -0.857, 0.486], [0.108, 0.109, -0.123], [-0.170, 0.391, -0.320], [-0.816, 0.336, -0.050], [0.050, 0.013, 0.010], [-0.046, 0.039, 0.004], [0.022, 0.005, -0.049]],
  "mulliken_spin": [-0.121, 0.206, 0.334, 0.436, 0.140, 0.001, -0.032, 0.025, -0.002, 0.000, -0.001, 0.002, 0.002, -0.002, 0.016, -0.004, 0.000, -0.001, 0.001],
  "charge": 1,
  "spin_multiplicity": 2,
  "de_lowest_kj_mol": 0.0,
  "orbital_gap_ev": [6.67, 5.82],
  "e_lumo_ev": [-4.704, -6.003],
  "energy_ev": -169148.0344
}